{"formula": "C20H32N9ORuS", "method": "wB97M-V/def2-TZVPD", "species": ["Ru", "S", "C", "C", "C", "C", "C", "N", "H", "H", "H", "H", "C", "N", "C", "C", "C", "N", "C", "C", "O", "H", "H", "H", "H", "H", "H", "H", "H", "H", "H", "H", "H", "C", "C", "N", "C", "C", "N", "H", "H", "H", "H", "H", "H", "C", "C", "C", "C", "N", "C", "N", "N", "N", "H", "H", "H", "H", "H", "H", "H", "H", "H", "H"], "xyz": [[-0.584, 1.231, 1.017], [-0.822, 2.208, 3.030], [0.887, 2.296, 2.981], [1.718, 2.840, 3.942], [3.082, 2.882, 3.651], [3.538, 2.331, 2.465], [2.628, 1.770, 1.563], [1.330, 1.782, 1.821], [1.313, 3.215, 4.873], [3.772, 3.349, 4.342], [4.592, 2.330, 2.219], [2.950, 1.336, 0.625], [-2.882, -0.197, 0.877], [-2.355, -1.516, 1.193], [-3.205, -2.691, 0.931], [-2.326, -3.920, 0.837], [-1.485, -4.022, 2.093], [-0.732, -2.770, 2.297], [0.523, -2.815, 3.059], [-1.155, -1.622, 1.804], [-0.420, -0.568, 1.941], [-3.968, -0.239, 0.818], [-2.524, 0.174, -0.096], [-2.643, 0.514, 1.685], [-3.747, -2.521, 0.001], [-3.944, -2.798, 1.728], [-1.675, -3.842, -0.039], [-2.937, -4.812, 0.715], [-0.769, -4.837, 2.018], [-2.116, -4.215, 2.963], [0.573, -3.761, 3.587], [0.560, -2.004, 3.780], [1.389, -2.729, 2.401], [0.701, 3.924, -1.131], [-0.668, 3.924, -0.564], [-1.241, 2.955, 0.163], [-2.556, 3.340, 0.416], [-2.767, 4.539, -0.165], [-1.573, 4.885, -0.763], [1.272, 3.090, -0.736], [1.216, 4.861, -0.918], [0.643, 3.818, -2.216], [-3.242, 2.749, 0.998], [-3.646, 5.159, -0.205], [-1.408, 5.736, -1.284], [2.661, -2.355, -2.802], [1.829, -2.019, -4.037], [2.358, -0.787, -4.765], [0.337, -1.892, -3.708], [0.073, -0.891, -2.651], [0.056, -1.036, -1.336], [-0.173, 0.150, -0.804], [-0.290, 1.024, -1.847], [-0.139, 0.400, -2.945], [3.699, -2.519, -3.087], [2.307, -3.263, -2.307], [2.660, -1.528, -2.083], [1.883, -2.869, -4.721], [2.261, 0.117, -4.158], [1.822, -0.613, -5.698], [3.414, -0.914, -4.999], [-0.068, -2.845, -3.372], [-0.211, -1.557, -4.586], [0.222, -1.962, -0.812]], "lowdin_charge": [1.22, 0.96, -0.67, 0.00, 0.03, 0.03, -0.05, -0.06, 0.14, 0.14, 0.14, 0.14, -0.05, -0.06, -0.11, -0.13, -0.10, -0.04, 0.02, -0.44, -0.19, 0.13, 0.08, 0.05, 0.14, 0.15, 0.12, 0.14, 0.14, 0.15, 0.11, 0.10, 0.10, 0.01, -0.33, -0.13, -0.12, 0.00, 0.16, 0.05, 0.11, 0.11, 0.11, 0.15, 0.19, -0.07, -0.40, -0.06, -0.07, -0.05, -0.09, -0.10, 0.01, 0.13, 0.10, 0.08, 0.07, 0.15, 0.07, 0.09, 0.09, 0.14, 0.14, 0.15], "homo_ev": [-17.8, -17.8], "lumo_energy_ev": [-12.601, -12.698], "total_charge": 3}

=====

{"formula": "C20H32O2", "method": "wB97M-V/def2-TZVPD", "species": ["C", "C", "C", "C", "C", "C", "C", "C", "C", "C", "C", "C", "C", "C", "C", "C", "C", "C", "C", "C", "O", "O", "H", "H", "H", "H", "H", "H", "H", "H", "H", "H", "H", "H", "H", "H", "H", "H", "H", "H", "H", "H", "H", "H", "H", "H", "H", "H", "H", "H", "H", "H", "H", "H"], "xyz": [[-2.691, -3.242, -0.209], [-3.230, -1.831, -0.409], [-4.279, -1.479, 0.640], [-4.903, -0.095, 0.458], [-3.904, 1.057, 0.606], [-3.135, 1.360, -0.642], [-1.981, 2.012, -0.696], [-1.211, 2.526, 0.492], [-0.377, 3.709, 0.105], [0.943, 3.795, 0.094], [1.930, 2.736, 0.471], [2.793, 2.347, -0.699], [3.751, 1.434, -0.647], [4.111, 0.657, 0.588], [4.844, -0.601, 0.238], [4.420, -1.845, 0.408], [3.110, -2.283, 0.987], [2.178, -2.827, -0.104], [1.769, -1.752, -1.113], [0.765, -0.763, -0.583], [0.624, -0.426, 0.564], [0.017, -0.262, -1.569], [-3.494, -3.972, -0.267], [-2.219, -3.332, 0.770], [-1.949, -3.481, -0.967], [-2.403, -1.123, -0.348], [-3.667, -1.749, -1.405], [-3.822, -1.537, 1.633], [-5.078, -2.225, 0.605], [-5.683, 0.022, 1.214], [-5.384, -0.036, -0.520], [-3.218, 0.836, 1.428], [-4.458, 1.962, 0.881], [-3.607, 1.048, -1.567], [-1.537, 2.231, -1.662], [-0.590, 1.724, 0.899], [-1.912, 2.828, 1.277], [-0.957, 4.569, -0.211], [1.398, 4.725, -0.230], [1.432, 1.848, 0.863], [2.575, 3.122, 1.270], [2.594, 2.863, -1.629], [4.335, 1.218, -1.531], [3.209, 0.444, 1.157], [4.760, 1.279, 1.218], [5.816, -0.441, -0.217], [5.055, -2.659, 0.082], [2.606, -1.469, 1.502], [3.296, -3.081, 1.710], [1.284, -3.245, 0.362], [2.688, -3.630, -0.643], [1.349, -2.201, -2.013], [2.651, -1.177, -1.408], [-0.612, 0.407, -1.235]], "lowdin_charge": [-0.11, -0.27, -0.22, -0.21, -0.20, -0.12, -0.14, -0.19, -0.11, -0.12, -0.19, -0.10, -0.12, -0.19, -0.12, -0.12, -0.19, -0.18, -0.09, -0.52, 0.09, 0.10, 0.07, 0.07, 0.06, 0.08, 0.11, 0.12, 0.11, 0.11, 0.11, 0.12, 0.12, 0.11, 0.11, 0.09, 0.12, 0.11, 0.11, 0.09, 0.13, 0.10, 0.10, 0.09, 0.13, 0.11, 0.10, 0.09, 0.11, 0.11, 0.11, 0.12, 0.12, 0.07], "homo_ev": -9.1, "lumo_energy_ev": 1.010}

=====

{"formula": "C20H33AlN4O5P", "method": "wB97M-V/def2-TZVPD", "species": ["C", "C", "O", "C", "C", "O", "Al", "P", "O", "O", "O", "H", "H", "H", "H", "H", "H", "H", "H", "H", "H", "H", "H", "H", "N", "C", "C", "C", "C", "H", "H", "H", "H", "H", "N", "C", "C", "C", "C", "H", "H", "H", "H", "H", "N", "C", "C", "C", "C", "H", "H", "H", "H", "H", "N", "C", "C", "C", "C", "H", "H", "H", "H", "H"], "xyz": [[5.768, -0.429, 1.525], [4.720, 0.680, 1.383], [3.647, 0.403, 2.245], [2.933, 1.530, 2.707], [1.748, 1.882, 1.811], [0.542, 1.408, 2.360], [-0.327, 0.424, 1.080], [-2.649, 0.191, 1.458], [-3.221, -0.486, 0.250], [-3.088, -0.702, 2.746], [-3.419, 1.613, 1.597], [5.300, -1.240, 2.066], [6.045, -0.782, 0.543], [6.635, -0.066, 2.050], [5.186, 1.628, 1.628], [4.388, 0.700, 0.350], [3.578, 2.408, 2.774], [2.559, 1.334, 3.702], [1.703, 2.957, 1.642], [1.962, 1.409, 0.850], [-0.232, 1.285, -0.277], [0.439, -0.959, 0.880], [-3.304, -1.589, 2.407], [-4.228, 1.506, 1.061], [-6.197, -3.130, -0.672], [-6.666, -4.416, -0.714], [-5.596, -5.252, -0.542], [-4.441, -4.435, -0.390], [-4.844, -3.128, -0.472], [-6.759, -2.306, -0.773], [-7.712, -4.622, -0.861], [-5.637, -6.329, -0.527], [-3.428, -4.768, -0.236], [-4.292, -2.202, -0.405], [-2.760, 0.750, -2.568], [-2.531, 1.978, -3.113], [-2.573, 1.851, -4.479], [-2.839, 0.485, -4.764], [-2.948, -0.165, -3.560], [-2.780, 0.544, -1.576], [-2.354, 2.835, -2.486], [-2.427, 2.646, -5.191], [-2.936, 0.031, -5.736], [-3.142, -1.198, -3.326], [-0.354, 4.778, 1.632], [0.770, 5.552, 1.653], [0.468, 6.753, 1.065], [-0.897, 6.697, 0.674], [-1.373, 5.464, 1.041], [-0.424, 3.836, 1.991], [1.686, 5.185, 2.082], [1.149, 7.576, 0.928], [-1.463, 7.469, 0.181], [-2.346, 5.018, 0.931], [5.538, -3.733, -0.086], [4.186, -3.578, -0.226], [3.781, -4.375, -1.263], [4.934, -5.036, -1.767], [6.003, -4.620, -1.019], [6.102, -3.261, 0.596], [3.630, -2.917, 0.418], [2.770, -4.469, -1.622], [4.973, -5.736, -2.585], [7.047, -4.875, -1.071]], "lowdin_charge": [-0.07, -0.28, -0.15, -0.19, -0.33, -0.33, 0.22, 0.38, -0.43, -0.22, -0.22, 0.07, 0.06, 0.06, 0.11, 0.11, 0.11, 0.12, 0.08, 0.07, -0.06, -0.09, 0.06, 0.07, 0.00, -0.16, -0.13, -0.11, -0.13, 0.14, 0.10, 0.08, 0.09, 0.07, 0.03, -0.15, -0.13, -0.13, -0.14, 0.09, 0.10, 0.08, 0.08, 0.10, 0.03, -0.15, -0.12, -0.13, -0.14, 0.13, 0.10, 0.08, 0.08, 0.11, 0.00, -0.13, -0.11, -0.12, -0.15, 0.12, 0.11, 0.09, 0.08, 0.10], "homo_ev": -5.6, "lumo_energy_ev": 2.598, "total_charge": -1}

=====

{"formula": "C20H33BN3O2", "method": "wB97M-V/def2-TZVPD", "species": ["O", "B", "O", "C", "C", "C", "C", "C", "C", "N", "C", "C", "N", "C", "H", "H", "H", "H", "H", "H", "H", "H", "H", "C", "C", "C", "C", "N", "C", "C", "C", "C", "C", "C", "C", "H", "H", "H", "H", "H", "H", "H", "H", "H", "H", "H", "H", "H", "H", "H", "H", "H", "H", "H", "H", "H", "H", "H", "H"], "xyz": [[8.164, -1.618, -1.465], [7.578, -0.558, -2.354], [7.836, -0.705, -3.798], [6.690, 0.604, -1.614], [5.106, 0.659, -2.021], [4.561, 2.133, -2.594], [2.974, 2.374, -3.011], [1.980, 1.082, -2.848], [2.463, -0.423, -2.296], [1.378, -1.463, -2.240], [1.991, -2.738, -1.732], [3.532, -2.978, -1.269], [4.561, -1.888, -1.323], [4.023, -0.595, -1.869], [7.524, -1.617, -0.669], [8.540, -1.442, -3.867], [6.791, 0.546, -0.426], [7.197, 1.646, -1.901], [5.293, 3.059, -2.709], [2.554, 3.423, -3.389], [0.836, 1.253, -3.137], [1.262, -3.681, -1.658], [3.863, -4.049, -0.889], [-2.532, -1.429, -1.549], [-3.711, -1.641, -0.615], [-4.433, -0.383, -0.112], [-3.737, 0.754, 0.661], [-3.227, 0.470, 2.093], [-2.719, 1.782, 2.749], [-3.913, 2.363, 3.469], [-4.590, 1.151, 4.057], [-4.438, 0.060, 3.003], [-2.139, -0.597, 2.179], [-0.736, -0.300, 1.615], [-0.484, 0.737, 0.535], [-1.606, -1.292, -0.993], [-2.384, -2.323, -2.165], [-2.686, -0.580, -2.222], [-3.426, -2.306, 0.201], [-4.458, -2.214, -1.180], [-5.307, -0.724, 0.448], [-4.851, 0.095, -1.008], [-4.484, 1.550, 0.784], [-2.933, 1.203, 0.083], [-1.931, 1.518, 3.464], [-2.327, 2.452, 1.981], [-4.576, 2.879, 2.766], [-3.616, 3.085, 4.239], [-5.642, 1.345, 4.285], [-4.098, 0.848, 4.988], [-5.339, 0.001, 2.392], [-4.240, -0.918, 3.453], [-2.544, -1.512, 1.756], [-2.013, -0.815, 3.249], [-0.343, -1.258, 1.247], [-0.089, -0.043, 2.464], [-1.086, 0.596, -0.353], [0.563, 0.667, 0.208], [-0.623, 1.754, 0.903]], "lowdin_charge": [0.01, -0.45, 0.05, -0.09, -0.07, -0.01, -0.06, -0.03, -0.16, 0.03, -0.08, -0.06, 0.05, -0.09, 0.10, 0.13, 0.13, 0.13, 0.10, 0.10, 0.09, 0.11, 0.11, -0.09, -0.25, -0.17, -0.09, -0.16, -0.09, -0.16, -0.15, -0.06, -0.11, -0.20, -0.10, 0.04, 0.09, 0.09, 0.09, 0.12, 0.10, 0.13, 0.14, 0.11, 0.14, 0.13, 0.12, 0.13, 0.13, 0.13, 0.12, 0.13, 0.11, 0.13, 0.12, 0.11, 0.04, 0.08, 0.07], "homo_ev": -10.1, "lumo_energy_ev": -3.148, "total_charge": 1}